Entry one
{
  "formula": "H10IO5",
  "method": "ωB97M-V/def2-TZVPD",
  "homo_energy_ev": -4.898,
  "homo_lumo_gap_ev": 8.23,
  "total_charge": -1,
  "symbols": ["I", "O", "H", "H", "O", "H", "H", "O", "H", "H", "O", "H", "H", "O", "H", "H"],
  "coordinates": [[6.322, 7.553, 4.931], [6.726, 6.940, 8.402], [6.655, 7.539, 7.659], [6.101, 7.278, 9.043], [9.540, 5.999, 5.785], [10.009, 6.362, 5.034], [8.616, 6.157, 5.590], [8.020, 10.316, 3.209], [7.699, 9.640, 3.807], [8.920, 10.055, 3.014], [6.519, 3.884, 4.748], [6.349, 3.439, 5.577], [6.537, 4.814, 4.974], [3.336, 9.148, 3.642], [3.981, 8.440, 3.647], [3.698, 9.797, 3.038]]
}

=====

Entry two
{
  "formula": "H10IO5",
  "method": "ωB97M-V/def2-TZVPD",
  "homo_energy_ev": -4.083,
  "homo_lumo_gap_ev": 7.49,
  "total_charge": -1,
  "symbols": ["I", "O", "H", "H", "O", "H", "H", "O", "H", "H", "O", "H", "H", "O", "H", "H"],
  "coordinates": [[0.271, -0.740, -0.163], [1.033, -2.974, 1.035], [1.112, -3.655, 0.367], [0.529, -2.280, 0.611], [-0.649, 1.597, -0.239], [-0.732, 0.751, 0.201], [-1.355, 1.601, -0.886], [-1.196, -0.185, 1.748], [-0.616, -0.453, 1.035], [-1.947, -0.775, 1.680], [0.037, 0.810, -2.467], [-0.130, 0.372, -1.632], [0.208, 1.721, -2.230], [1.298, 1.672, 0.553], [1.282, 1.680, -0.404], [0.855, 0.858, 0.793]]
}

=====

Preferred: entry one; penalty for the next structure: 960.2 kJ/mol.

=====

Entry one
{
  "formula": "C7H10O",
  "method": "ωB97M-V/def2-TZVPD",
  "homo_energy_ev": -9.409,
  "homo_lumo_gap_ev": 10.23,
  "smiles": "C=CC(=C)CCC=O",
  "total_charge": 0,
  "symbols": ["O", "C", "C", "C", "C", "C", "C", "C", "H", "H", "H", "H", "H", "H", "H", "H", "H", "H"],
  "coordinates": [[-0.831, -3.095, 0.590], [-1.046, -2.491, -0.421], [0.157, -1.690, -0.912], [-0.014, -0.184, -0.992], [-0.149, 0.745, 0.192], [-1.308, 0.689, 0.885], [1.622, 2.069, 1.369], [0.772, 1.864, 0.367], [-1.942, -2.562, -1.036], [1.026, -1.942, -0.310], [0.366, -2.199, -1.928], [-0.611, 0.178, -1.829], [0.950, 0.152, -1.433], [-2.072, 0.019, 0.688], [-1.529, 1.450, 1.568], [2.259, 2.945, 1.427], [1.572, 1.514, 2.242], [0.778, 2.539, -0.467]]
}

=====

Entry two
{
  "formula": "C7H10O",
  "method": "ωB97M-V/def2-TZVPD",
  "homo_energy_ev": [-7.628, -7.619],
  "homo_lumo_gap_ev": [8.38, 8.37],
  "total_charge": 0,
  "symbols": ["C", "C", "C", "C", "C", "C", "C", "O", "H", "H", "H", "H", "H", "H", "H", "H", "H", "H"],
  "coordinates": [[1.566, 0.342, 0.327], [2.404, 1.321, 0.228], [1.321, -1.082, 0.455], [0.246, -1.589, -0.527], [-1.112, -0.943, -0.317], [-1.255, 0.401, 0.193], [-2.140, 1.547, -0.105], [-1.516, -0.660, 1.027], [2.091, 2.352, 0.162], [3.485, 1.174, 0.218], [2.237, -1.670, 0.293], [0.968, -1.278, 1.474], [0.555, -1.389, -1.555], [0.144, -2.670, -0.405], [-1.902, -1.379, -0.929], [-2.066, 1.799, -1.162], [-1.849, 2.419, 0.482], [-3.178, 1.306, 0.144]]
}

=====

Entry three
{
  "formula": "C7H10O",
  "method": "ωB97M-V/def2-TZVPD",
  "homo_energy_ev": -7.874,
  "homo_lumo_gap_ev": 8.88,
  "total_charge": 0,
  "symbols": ["C", "C", "C", "C", "C", "C", "C", "O", "H", "H", "H", "H", "H", "H", "H", "H", "H", "H"],
  "coordinates": [[-0.092, -0.393, 0.291], [-0.300, 0.061, -1.000], [-1.233, -1.006, -0.477], [0.981, -0.878, 1.180], [1.061, -1.015, -1.952], [-0.979, 1.244, 0.907], [-0.358, 2.415, 0.891], [2.210, -1.213, -1.649], [-0.349, 0.946, -1.612], [0.690, -1.300, -2.976], [-1.129, -2.017, -0.856], [-2.247, -0.737, -0.204], [-1.890, 1.081, 1.481], [1.528, -1.682, 0.673], [0.571, -1.263, 2.116], [1.687, -0.076, 1.403], [-0.717, 3.277, 1.452], [0.566, 2.558, 0.332]]
}

=====

Entry four
{
  "formula": "C7H10O",
  "method": "ωB97M-V/def2-TZVPD",
  "homo_energy_ev": -8.297,
  "homo_lumo_gap_ev": 9.26,
  "smiles": "C=C1OCC/C1=C/C",
  "total_charge": 0,
  "symbols": ["C", "C", "C", "C", "C", "C", "C", "H", "H", "H", "H", "H", "H", "H", "H", "H", "H", "O"],
  "coordinates": [[2.659, -0.532, -0.041], [1.540, 0.170, -0.776], [0.219, 0.196, -0.514], [-0.784, 0.981, -1.265], [-1.757, 1.176, -0.092], [-0.414, -0.496, 0.620], [-0.040, -1.586, 1.315], [3.589, 0.032, -0.215], [2.861, -1.574, -0.342], [2.481, -0.561, 1.026], [1.756, 0.855, -1.598], [-1.312, 0.354, -1.984], [-0.426, 1.898, -1.787], [-1.491, 2.061, 0.487], [-2.783, 1.271, -0.437], [-0.623, -1.967, 2.132], [0.891, -2.053, 1.028], [-1.685, 0.029, 0.777]]
}

=====

Preferred: entry four; penalty for the next structure: 111.6 kJ/mol.

=====

Entry one
{
  "formula": "CH3ClN2",
  "method": "ωB97M-V/def2-TZVPD",
  "homo_energy_ev": -10.110,
  "homo_lumo_gap_ev": 10.72,
  "smiles": "ClN1CN1",
  "total_charge": 0,
  "symbols": ["C", "N", "N", "Cl", "H", "H", "H"],
  "coordinates": [[-0.573, 0.033, -0.244], [0.157, -0.803, 0.669], [0.678, 0.664, 0.038], [2.007, 0.658, -1.066], [-0.852, -0.515, -1.206], [-1.429, 0.425, 0.112], [0.014, -0.464, 1.698]]
}

=====

Entry two
{
  "formula": "CH3ClN2",
  "method": "ωB97M-V/def2-TZVPD",
  "homo_energy_ev": [-9.794, -9.806],
  "homo_lumo_gap_ev": [9.04, 9.05],
  "total_charge": 0,
  "symbols": ["C", "N", "N", "Cl", "H", "H", "H"],
  "coordinates": [[0.331, -0.409, -0.066], [-0.035, 0.644, 0.780], [-0.891, 0.220, -0.324], [0.250, -2.134, 0.191], [1.648, 0.447, -1.247], [-0.427, 0.314, 1.719], [-0.875, 0.917, -1.052]]
}

=====

Preferred: entry one; penalty for the next structure: 183.1 kJ/mol.

=====

Entry one
{
  "formula": "C5H13N",
  "method": "ωB97M-V/def2-TZVPD",
  "homo_energy_ev": -7.138,
  "homo_lumo_gap_ev": 8.11,
  "total_charge": 0,
  "symbols": ["C", "C", "C", "H", "H", "H", "H", "H", "H", "H", "H", "C", "C", "N", "H", "H", "H", "H", "H"],
  "coordinates": [[-0.123, -1.329, -0.301], [-1.358, -1.939, 0.338], [-0.155, -1.226, -1.819], [0.786, -1.844, 0.025], [-0.227, 0.038, -0.017], [-1.284, -1.957, 1.428], [-1.501, -2.972, 0.007], [-2.260, -1.387, 0.062], [-1.022, -0.653, -2.157], [-0.219, -2.219, -2.274], [0.736, -0.716, -2.186], [0.436, 2.543, 1.476], [0.794, 1.434, 0.526], [1.707, 1.486, -0.358], [2.204, 2.392, -0.380], [0.490, -0.130, 0.447], [-0.611, 2.832, 1.344], [1.058, 3.437, 1.327], [0.549, 2.212, 2.511]]
}

=====

Entry two
{
  "formula": "C5H13N",
  "method": "ωB97M-V/def2-TZVPD",
  "homo_energy_ev": -8.251,
  "homo_lumo_gap_ev": 9.23,
  "smiles": "C=CN.CCC",
  "total_charge": 0,
  "symbols": ["C", "C", "C", "H", "H", "H", "H", "H", "H", "H", "H", "C", "C", "N", "H", "H", "H", "H", "H"],
  "coordinates": [[2.313, -1.449, -1.436], [1.359, -2.462, -0.694], [0.614, -1.828, 0.483], [2.955, -1.938, -2.154], [2.809, -0.867, -0.668], [1.706, -0.813, -2.061], [1.971, -3.361, -0.512], [0.561, -2.678, -1.467], [-0.481, -1.782, 0.419], [0.685, -2.233, 1.492], [0.873, -0.776, 0.386], [-2.343, 3.320, -0.051], [-1.735, 2.231, 0.440], [-1.357, 2.007, 1.755], [-2.530, 4.162, 0.596], [-2.815, 3.305, -1.021], [-1.506, 1.343, -0.154], [-1.568, 2.704, 2.452], [-1.512, 1.115, 2.197]]
}

=====

Preferred: entry two; penalty for the next structure: 370.2 kJ/mol.